[1]
This record from the OMol25 dataset describes a molecular structure, C44H47AsIN2O3PS3Sr. The level of theory is ωB97M-V/def2-TZVPD.

XYZ file:
```
103
Properties=species:S:1:pos:R:3:forces:R:3
Sr -0.337842 -0.914149 1.142824 -0.25 0.17 0.14
O -2.796857 0.608565 2.049562 0.18 -0.05 0.03
C -3.656969 0.012767 2.983850 -0.07 0.02 -0.01
C -3.347179 -1.433639 3.306660 -0.06 0.06 0.04
C -4.193340 -2.130561 4.165739 0.01 0.03 -0.01
C -3.869804 -3.424378 4.518610 0.03 -0.03 0.00
C -2.712507 -3.986917 4.001747 -0.02 -0.01 0.02
C -1.942928 -3.227835 3.141307 0.01 -0.05 0.03
N -2.255855 -1.978868 2.790866 0.03 -0.04 -0.02
H -1.971607 0.800741 2.541671 0.02 0.05 0.06
H -4.672101 0.075953 2.579815 0.01 -0.01 0.00
H -3.639429 0.567419 3.930469 -0.02 -0.02 -0.01
H -5.076312 -1.644097 4.562373 -0.01 0.01 0.00
H -4.500206 -3.982217 5.200734 0.00 -0.01 0.00
H -2.397400 -4.985159 4.270145 0.01 -0.01 0.00
H -1.026389 -3.620325 2.722189 0.04 -0.02 -0.03
S 0.269115 -1.568435 5.930854 -0.02 0.04 -0.07
C 0.531613 -0.986531 4.376794 -0.05 0.04 0.03
S 1.489684 -1.871904 3.230328 0.01 -0.01 0.04
S -0.136307 0.565116 3.886057 -0.01 -0.08 -0.14
C -0.806553 -2.965357 -4.933077 0.00 -0.01 0.00
C -1.983144 -3.293770 -4.272814 0.00 0.01 -0.03
C -2.491799 -2.444683 -3.302899 0.00 0.01 0.00
C -1.858617 -1.239788 -2.996087 -0.04 0.00 0.02
C -0.670656 -0.929600 -3.651527 0.02 0.02 -0.01
C -0.147601 -1.788437 -4.610068 0.00 0.00 0.00
P -2.612497 -0.174109 -1.698058 0.08 -0.03 -0.02
C -4.057807 0.495102 -2.631070 -0.01 0.00 0.04
C -4.975317 1.232472 -1.878950 0.00 0.01 0.02
C -6.084790 1.815055 -2.469907 0.00 0.00 -0.01
C -6.310888 1.656836 -3.831645 0.00 0.00 0.00
C -5.413119 0.920152 -4.589788 -0.01 0.01 -0.01
C -4.294468 0.349138 -3.995515 0.03 -0.03 -0.01
C -1.474213 1.248780 -1.663781 -0.03 -0.03 0.02
C -1.595280 2.341951 -2.522556 -0.02 0.04 -0.03
C -0.646896 3.353943 -2.478647 0.01 0.00 0.01
C 0.412690 3.243536 -1.585452 -0.02 0.00 0.01
C 0.507614 2.137461 -0.747135 0.03 -0.01 0.02
C -0.431163 1.088095 -0.726808 0.03 0.02 -0.06
H -0.393356 -3.638431 -5.674203 0.01 -0.02 -0.01
H -2.486952 -4.226558 -4.494266 -0.01 -0.01 -0.01
H -3.392418 -2.720416 -2.764622 -0.02 0.00 0.01
H -0.152754 -0.011566 -3.401487 0.00 0.00 0.00
H 0.784945 -1.536698 -5.100868 0.01 0.00 -0.01
H -4.801672 1.354492 -0.814868 0.01 0.00 0.01
H -6.776647 2.390407 -1.866744 -0.01 0.01 0.01
H -7.180234 2.104876 -4.297222 -0.01 0.01 -0.01
H -5.577237 0.794463 -5.653659 0.00 0.00 -0.01
H -3.595441 -0.212063 -4.603774 0.01 -0.01 0.01
H -2.421480 2.411448 -3.224565 0.02 0.00 0.01
H -0.732403 4.214615 -3.133301 0.00 0.01 -0.01
H 1.167206 4.023342 -1.540920 0.01 0.01 0.00
H 1.357480 2.103687 -0.066182 0.00 0.00 0.00
N 3.004242 -0.506610 -0.651437 0.04 0.04 0.01
C 3.716049 0.637113 -0.911630 0.00 -0.01 0.01
C 4.754148 1.058636 -0.071307 0.01 0.02 -0.01
C 5.500032 2.182100 -0.383660 0.01 0.01 0.00
C 5.234154 2.924907 -1.527307 0.00 -0.01 0.00
C 4.195709 2.517274 -2.356313 -0.01 0.00 -0.01
C 3.448630 1.392426 -2.060731 0.03 0.01 -0.03
H 3.029466 -0.885515 0.282944 -0.02 0.01 0.03
H 2.111979 -0.623728 -1.106800 -0.04 -0.09 0.02
H 4.952315 0.503632 0.838154 0.00 -0.01 0.01
H 6.293729 2.491485 0.286049 0.00 0.00 0.00
H 5.813059 3.809131 -1.758689 0.02 0.03 -0.01
H 3.951706 3.091585 -3.242490 0.00 0.01 -0.01
H 2.622594 1.102670 -2.698503 -0.01 -0.01 -0.01
C 0.773537 4.702294 2.011198 -0.01 -0.01 -0.01
C 1.152846 3.911478 3.256972 -0.02 0.00 0.00
As 2.577243 2.589249 2.920139 0.05 0.01 -0.05
C 2.923624 2.181258 4.818045 -0.07 0.00 0.05
C 3.702595 0.886698 5.020228 -0.01 0.01 0.01
C 4.016188 3.953564 2.692045 0.00 -0.02 -0.02
C 5.397907 3.414145 3.042852 -0.01 0.00 0.00
H 0.002569 5.446169 2.230236 -0.01 0.01 0.00
H 0.386705 4.044730 1.231273 0.00 0.01 0.02
H 1.633406 5.234241 1.595846 0.02 0.01 -0.01
H 0.298557 3.349851 3.637778 0.02 -0.01 0.00
H 1.499913 4.574622 4.056288 0.00 0.00 0.00
H 1.934933 2.078610 5.270612 0.03 0.02 -0.01
H 3.422384 3.043859 5.274180 0.00 -0.01 0.01
H 3.157231 0.047889 4.586261 0.01 -0.02 -0.01
H 3.841117 0.673679 6.083417 0.01 0.00 0.00
H 4.689505 0.922272 4.551020 0.01 0.01 -0.01
H 3.782093 4.830421 3.304487 -0.01 0.00 0.01
H 3.993241 4.264287 1.644500 0.00 0.00 0.00
H 5.481235 3.211453 4.112068 0.01 -0.01 0.01
H 6.190503 4.119573 2.774694 0.01 0.00 0.00
H 5.597241 2.478016 2.517901 0.01 -0.02 0.00
I 0.166361 -7.905310 -4.930265 0.00 0.00 0.00
C 0.100730 -6.392564 -3.476722 0.00 -0.02 -0.02
C 1.153518 -5.496808 -3.385667 -0.02 0.00 -0.01
C 1.088363 -4.485825 -2.437544 0.00 -0.02 0.01
C -0.011313 -4.374162 -1.599102 0.03 -0.03 -0.02
C -1.049652 -5.288999 -1.701484 0.01 -0.01 -0.01
C -1.002301 -6.307755 -2.641230 0.01 -0.01 0.00
C -0.088283 -3.239939 -0.598588 0.03 -0.05 -0.16
O -1.131601 -3.144006 0.086210 -0.09 -0.03 0.09
O 0.894719 -2.463885 -0.541094 0.05 0.12 0.02
H 2.004665 -5.577780 -4.048213 0.00 0.00 0.00
H 1.883318 -3.759192 -2.337243 0.02 0.02 0.00
H -1.898931 -5.173729 -1.041128 -0.01 0.00 0.01
H -1.813845 -7.017451 -2.728331 -0.01 -0.01 0.00
```
Forces are in eV/Å.

Calculated values
net charge = -2
highest occupied orbital energy = -1.489 eV
total energy = -167088.89402 eV
LUMO energy = 3.1 eV

These are the Mulliken partial charges, in e, on atoms 1 to 6: 1.131 -0.042 -0.908 0.570 -0.844 -0.237

---

[2]
This record from the OMol25 dataset describes 3 unconnected molecules or ions with the total composition C4H13NO at a distorted geometry. The level of theory is ωB97M-V/def2-TZVPD.

XYZ file:
```
19
Properties=species:S:1:pos:R:3:forces:R:3
C 1.061457 1.025725 -1.466117 0.26 -1.63 -0.58
C 1.143608 0.577513 -0.048950 -1.03 1.70 2.35
N 0.351541 -0.242468 0.601751 3.81 -0.97 -2.02
C 0.819974 -1.556658 -0.034229 -1.76 -1.94 1.45
C -0.252992 -2.670011 0.060527 0.46 0.65 -0.39
H 1.989021 1.079094 -2.023325 0.42 0.42 0.20
H 0.558220 1.988675 -1.395568 0.11 0.09 -0.12
H 0.436332 0.338826 -2.030422 -0.34 0.08 -0.04
H 1.746731 1.247052 0.603527 -0.61 0.48 -0.33
H 1.344203 -1.597278 -0.983411 -0.26 0.76 -0.55
H 1.598181 -1.908956 0.659636 -0.09 0.47 0.01
H -0.897147 -2.396398 0.901760 -0.02 -0.42 -0.19
H -0.814339 -2.775993 -0.863413 -0.36 0.20 0.02
H 0.245050 -3.627608 0.211254 -0.12 -0.06 0.26
H -1.986031 3.584872 3.239455 -0.01 -0.03 -0.03
H -1.970159 3.187381 2.612221 0.01 0.02 0.01
O -1.635103 1.481148 -0.304498 -0.45 0.08 0.21
H -1.179929 0.926019 0.342574 0.17 -0.09 -0.10
H -2.558618 1.339065 -0.082773 -0.20 0.18 -0.15
```
Forces are in eV/Å.

Calculated values
net charge = 0
SMILES string = C/C=N\CC.[H][H].O
highest occupied orbital energy = -8.485 eV
total energy = -7892.90392 eV
LUMO energy = 0.5 eV

These are the Mulliken partial charges, in e, on atoms 1 to 6: -1.094 0.114 -0.584 -0.341 -1.180 0.370

---

[3]
This record from the OMol25 dataset describes a molecular structure, C32H16N8S3SbW at a distorted geometry. The level of theory is ωB97M-V/def2-TZVPD.

XYZ file:
```
61
Properties=species:S:1:pos:R:3:forces:R:3
W -1.121418 -0.238236 -0.381000 1.52 0.37 0.28
C 0.358199 6.358151 -1.201582 -0.61 -1.35 0.95
C 0.136092 6.490313 0.188883 0.19 0.95 0.06
C -0.240325 5.401457 0.953947 0.24 -1.43 1.52
C -0.383804 4.100081 0.329282 -0.09 1.35 1.40
C -0.694871 2.732763 0.791106 0.46 1.80 -0.74
N -0.542127 1.884244 -0.243977 0.75 -1.31 -0.69
C -0.155536 2.561739 -1.365006 -0.93 3.00 2.23
N 0.222600 2.185747 -2.551122 0.79 -2.54 -1.22
C 0.446765 0.905033 -2.807656 -1.28 1.33 0.12
C 1.091217 0.501049 -4.019559 0.83 -0.74 -1.62
C 1.575525 1.246149 -5.101277 0.17 1.13 0.08
C 2.396415 0.614317 -6.041872 -0.71 -0.76 0.98
C 2.683794 -0.747885 -5.912422 -0.19 -0.60 -0.67
C 2.083318 -1.513971 -4.925278 0.23 -0.68 1.32
C 1.282500 -0.891879 -3.957666 0.34 0.90 -1.39
C 0.661321 -1.328754 -2.720644 0.49 -1.54 1.94
N 0.819767 -2.530458 -2.203172 0.69 1.25 -0.80
C 0.863195 -2.784864 -0.878149 -1.38 1.36 0.68
N 0.474056 -1.898575 0.140667 0.37 0.54 -0.07
C 0.512475 -2.537610 1.371175 0.62 -0.51 -3.74
N 0.062281 -2.090250 2.531474 -0.67 1.91 1.14
C -0.508638 -0.913576 2.685773 -1.19 -0.46 -1.46
N -0.887921 0.066747 1.686844 0.33 -0.97 0.01
C -1.371780 1.210799 2.352341 1.48 0.54 0.68
N -1.141888 2.469644 2.011512 -1.38 -1.96 0.72
C -1.642961 0.826400 3.756981 -0.09 -0.77 1.49
C -2.166315 1.543909 4.880656 -0.30 0.09 -1.64
C -1.956518 1.018864 6.156156 0.06 -0.27 -0.50
C -1.213625 -0.172446 6.330385 -0.08 1.09 1.77
C -0.780922 -0.897845 5.275461 0.48 -0.96 -2.11
C -1.070711 -0.450494 3.952448 0.75 1.39 1.39
C 0.926953 -3.905632 1.083013 -0.46 -0.73 0.54
C 0.851789 -5.007252 1.969982 -0.60 1.63 -0.32
C 0.886477 -6.230213 1.367048 -0.02 -2.03 0.82
C 1.115745 -6.448609 0.009893 0.58 1.58 -0.34
C 1.294459 -5.378481 -0.844906 0.18 0.64 -0.51
C 1.104021 -4.067684 -0.330563 0.16 -1.12 1.80
N 0.119304 -0.216403 -2.071335 -0.07 0.48 0.68
C -0.146718 3.997483 -1.005305 0.82 0.03 -1.87
C 0.215778 5.128374 -1.781465 -0.27 -0.76 -0.57
H 0.638872 7.158668 -1.827400 0.23 1.02 -0.32
H 0.299232 7.525340 0.587332 -0.27 -1.31 0.10
H -0.265725 5.424461 2.093227 -0.28 0.28 -1.73
H 1.368275 2.350596 -5.202930 0.21 -1.42 0.33
H 2.791291 1.150322 -6.862360 0.35 0.58 -0.65
H 3.301738 -1.310810 -6.641475 -0.30 0.80 0.48
H 2.377989 -2.568459 -4.798563 -0.48 0.53 -0.21
H -2.768925 2.450581 4.599822 0.83 -0.81 0.91
H -2.322691 1.480475 7.066354 -0.09 0.31 -0.31
H -0.891243 -0.427369 7.371500 -0.55 0.00 -1.09
H -0.148065 -1.781972 5.409388 -0.37 0.28 -0.09
H 0.577194 -4.810708 3.028545 0.46 -0.43 -0.85
H 0.746991 -7.150683 1.941697 0.01 0.43 0.16
H 1.244866 -7.423289 -0.391595 -0.09 -0.77 -0.04
H 1.597225 -5.572939 -1.885817 -0.47 0.36 0.48
H 0.339041 5.058831 -2.861400 0.12 -0.33 0.25
S -5.456547 -0.052952 1.241326 0.59 -0.38 -0.23
Sb -4.500523 -1.059238 -0.530754 -0.51 0.69 -0.19
S -2.872980 0.707992 -1.482567 -0.47 0.23 0.08
S -2.214008 -2.141009 -0.335391 -1.11 -1.95 0.58
```
Forces are in eV/Å.

Calculated values
net charge = 0
multiplicity = 4
highest occupied orbital energy (spin up / spin down) = -6.277 / -7.544 eV
total energy = -86235.24737 eV
<S²> = 3.827
LUMO energy (spin up / spin down) = -2.0 / -2.9 eV

These are the Mulliken partial charges, in e, on atoms 1 to 6: 2.138 -0.520 -0.503 -0.334 0.351 -0.106

---

Going through the records in order, we get energy above the lowest of the compared OMol25 structures with the same formula, charge and spin values of 0.000 3.757 0.019 eV.